DFT (ωB97M-V/def2-TZVPD) results for 4 unconnected molecules or ions with the total composition C21H46B2N8O6.

XYZ file:
```
83
Properties=species:S:1:pos:R:3:forces:R:3
C 0.029504 2.980685 -4.161478 1.2 -0.3 0.4
C 1.307233 2.539573 -3.190111 0.8 1.3 -2.0
N 1.198596 1.179139 -2.579042 -1.1 -0.1 -0.6
C 0.017489 0.932820 -1.702336 -1.0 -2.1 0.7
C -1.339934 0.373037 -2.502693 -4.2 -2.7 -8.3
N -2.104163 -0.063998 -3.483113 7.0 4.0 9.3
B -0.435996 2.136352 -0.688914 -1.1 2.5 1.3
O 0.409744 2.859018 0.280184 -0.6 -0.5 -3.9
N -1.906366 2.609189 -0.785324 1.0 0.7 1.8
C -1.997364 4.091471 -0.370030 -0.7 0.8 0.5
C -2.781463 1.895262 0.220956 -1.1 -1.2 1.0
C 0.450681 -0.342853 -0.707761 0.8 -0.3 0.5
C -0.214629 -0.257733 0.786615 -4.3 -1.6 7.1
N -0.798773 -0.373131 1.944222 5.4 1.1 -10.6
C 0.256094 -1.811379 -1.404717 -0.1 -1.6 1.4
C -1.122087 -2.608349 -0.891021 0.0 -0.4 -1.5
C -0.827724 -3.732206 0.267464 0.0 -0.5 -0.5
C -2.092984 -3.963264 1.290903 0.1 0.5 0.2
N -2.300873 -5.403104 1.709274 0.8 0.8 -0.2
B 2.101866 -0.148008 -0.484137 2.3 1.5 0.6
O 2.617915 0.791202 0.570479 0.0 -1.1 -3.8
O 3.136503 -0.827419 -1.296341 -1.1 -0.1 2.9
H -0.097059 2.109594 -4.958336 0.0 1.9 1.8
H -0.928006 3.148258 -3.502213 1.7 -0.3 -1.6
H 0.393269 3.954658 -4.729578 -1.1 -1.9 1.2
H 2.230259 2.485724 -3.949223 -1.9 0.0 1.8
H 1.623236 3.410510 -2.436665 -1.0 -2.1 -1.3
H 1.242360 0.459226 -3.361611 -0.1 1.2 1.5
H 0.768171 3.653896 -0.252427 -0.5 -1.1 1.4
H -1.921016 4.188714 0.817260 0.2 0.0 -2.5
H -3.075856 4.525757 -0.638082 2.2 -1.2 0.4
H -1.206515 4.765273 -0.916016 -1.5 -1.5 1.2
H -2.288691 1.892341 1.307639 -1.0 0.0 -2.2
H -3.826801 2.432706 0.351975 2.2 -0.9 -0.6
H -3.025830 0.767464 -0.083878 0.7 2.4 0.6
H 1.149467 -2.491497 -0.998107 -1.9 1.5 -1.0
H 0.372822 -1.824007 -2.578354 -0.4 0.5 2.5
H -2.001580 -1.863540 -0.634762 1.9 -1.4 -0.3
H -1.490414 -3.211839 -1.850473 0.6 1.4 2.1
H 0.185152 -3.515557 0.824851 -2.0 -0.3 -0.9
H -0.673840 -4.765880 -0.308661 -0.3 2.2 1.3
H -3.058341 -3.586848 0.736005 1.8 -0.7 1.0
H -1.980601 -3.308000 2.278733 -0.2 -1.3 -2.3
H -2.069516 -6.075675 0.944207 -0.2 0.9 1.1
H -1.775525 -5.656161 2.575636 -0.5 0.4 -1.3
H 3.331790 1.314088 0.060961 -1.4 -1.3 1.4
H 3.816321 -1.259972 -0.670827 -1.5 1.3 -1.4
C 3.218362 7.547149 -2.906483 -0.1 0.0 0.0
N 2.006639 6.877557 -2.482194 0.1 -1.0 1.5
C 0.814015 7.010404 -3.292951 -0.3 -0.2 0.1
C 1.952207 6.118585 -1.332411 0.1 0.7 -1.0
O 0.963583 5.527773 -0.917353 0.3 0.1 -0.5
H 3.027669 8.622813 -2.960719 0.2 -0.1 -0.1
H 3.501307 7.173832 -3.894843 0.1 0.2 0.1
H 4.036984 7.362725 -2.205315 -0.2 0.0 -0.1
H 0.020154 7.458312 -2.687638 0.0 -0.1 -0.2
H 0.491438 6.016397 -3.617139 -0.1 0.2 0.0
H 1.009090 7.637641 -4.166989 0.1 -0.1 0.2
H 2.913028 6.084305 -0.792150 0.0 0.1 -0.1
C 0.196143 -10.836909 0.029477 0.0 0.1 0.2
N -0.321992 -9.556154 0.462893 -0.9 0.7 -1.0
C 0.074838 -9.043561 1.757921 -0.2 0.3 0.0
C -1.180004 -8.810140 -0.317031 0.4 -0.1 0.7
O -1.653570 -7.723170 -0.012166 0.5 -0.9 -0.1
H -0.110429 -11.603602 0.746802 0.1 -0.1 -0.2
H 1.287965 -10.782964 -0.006536 -0.1 -0.2 -0.1
H -0.183040 -11.100686 -0.961700 0.0 0.1 0.2
H -0.819088 -8.895324 2.371244 0.2 0.1 0.1
H 0.572411 -8.078657 1.621589 0.0 -0.1 0.2
H 0.753056 -9.740382 2.257802 -0.1 0.1 -0.2
H -1.416336 -9.291822 -1.280546 0.1 -0.1 0.1
C 0.391901 1.086733 4.784941 0.0 0.1 0.0
N -0.126234 2.367489 5.218356 -0.8 0.6 -0.8
C 0.270595 2.880082 6.513385 -0.2 0.3 -0.1
C -0.984247 3.113503 4.438432 0.4 -0.1 0.6
O -1.457812 4.200473 4.743297 0.5 -0.7 0.1
H 0.085329 0.320041 5.502264 0.1 -0.1 -0.1
H 1.483722 1.140678 4.748927 0.0 -0.2 -0.1
H 0.012717 0.822957 3.793763 0.1 0.1 0.2
H -0.623331 3.028319 7.126708 0.2 0.1 0.1
H 0.768169 3.844985 6.377052 0.0 -0.1 0.2
H 0.948814 2.183261 7.013264 -0.1 0.1 -0.2
H -1.220578 2.631821 3.474917 0.1 -0.1 0.1
```
Positions in Å, forces in eV/Å.

Values from the calculation:
- Strongest force on any atom: 0.2392 hartree/bohr
- SMILES: CCN[C@](C#N)(B(O)N(C)C)[C@@](C#N)(CCCCN)B(O)O.CN(C)C=O.CN(C)C=O.CN(C)C=O
- Charge: 0
- Gap between HOMO and LUMO: 0.3085 hartree
- DFT total energy: -1766.7767 a.u.
- Highest occupied orbital energy: -8.217 eV